{"formula": "C12H36O12", "method": "ωB97M-V with the def2-TZVPD basis set", "orbital_gap_ev": [10.1, 3.1], "e_homo_ha": [-0.4528, -0.4512], "total_charge": 1, "spin_multiplicity": 2, "species": ["C", "C", "O", "O", "H", "H", "H", "H", "H", "H", "C", "C", "O", "O", "H", "H", "H", "H", "H", "H", "C", "C", "O", "O", "H", "H", "H", "H", "H", "H", "C", "C", "O", "O", "H", "H", "H", "H", "H", "H", "C", "C", "O", "O", "H", "H", "H", "H", "H", "H", "C", "C", "O", "O", "H", "H", "H", "H", "H", "H"], "positions_angstrom": [[-3.028, -1.284, -0.279], [-3.019, -1.740, -1.738], [-3.236, -3.068, -1.865], [-4.337, -1.205, 0.337], [-2.569, -0.306, -0.137], [-2.367, -1.971, 0.249], [-2.057, -1.505, -2.193], [-3.722, -1.169, -2.345], [-4.115, -3.229, -2.214], [-4.722, -2.073, 0.194], [0.119, 0.040, -5.103], [1.360, -0.327, -4.297], [1.853, 0.784, -3.617], [-0.956, 0.700, -4.440], [-0.329, -0.767, -5.683], [0.473, 0.775, -5.826], [2.062, -0.857, -4.942], [1.050, -1.088, -3.580], [2.167, 1.313, -4.354], [-0.512, 1.396, -3.951], [0.593, -0.270, 0.979], [0.748, -0.100, -0.592], [1.506, 1.062, -0.933], [-0.030, -1.495, 1.172], [0.062, 0.587, 1.393], [1.525, -0.277, 1.544], [-0.253, -0.104, -1.023], [1.310, -0.936, -1.008], [1.549, 1.199, -1.882], [0.234, -2.243, 0.631], [-1.350, 2.794, 0.272], [-1.575, 4.368, 0.203], [-2.876, 4.623, 0.610], [-2.118, 2.172, -0.720], [-1.647, 2.398, 1.243], [-0.325, 2.426, 0.218], [-1.459, 4.757, -0.809], [-0.887, 4.920, 0.844], [-3.169, 4.046, 1.319], [-2.998, 2.169, -0.336], [2.657, -4.258, 2.059], [2.617, -3.285, 0.841], [1.493, -3.380, -0.018], [3.097, -5.520, 1.704], [1.691, -4.328, 2.559], [3.395, -3.901, 2.777], [3.584, -3.262, 0.339], [2.622, -2.296, 1.301], [1.422, -4.297, -0.295], [3.880, -5.463, 1.152], [1.275, 1.473, 4.186], [1.330, 2.831, 3.411], [0.034, 3.340, 3.210], [1.274, 1.761, 5.535], [2.189, 0.942, 3.921], [0.441, 0.792, 4.020], [1.907, 2.716, 2.494], [1.854, 3.633, 3.931], [-0.114, 4.197, 3.614], [0.396, 1.787, 5.921]], "lowdin_charge": [-0.213, -0.293, -0.019, -0.044, 0.087, 0.110, 0.108, 0.132, 0.105, 0.081, -0.231, -0.242, -0.057, -0.053, 0.132, 0.116, 0.133, 0.116, 0.118, 0.069, -0.197, -0.137, 0.052, -0.043, 0.105, 0.120, 0.125, 0.137, 0.058, 0.054, -0.180, -0.162, 0.001, 0.049, 0.120, 0.110, 0.134, 0.128, 0.107, 0.116, -0.243, -0.214, -0.069, -0.051, 0.131, 0.120, 0.124, 0.101, 0.113, 0.092, -0.257, -0.221, -0.081, -0.049, 0.112, 0.120, 0.103, 0.125, 0.093, 0.098]}



{"formula": "C5H13PS", "method": "ωB97M-V with the def2-TZVPD basis set", "orbital_gap_ev": 9.4, "e_homo_ha": -0.3183, "total_charge": 0, "species": ["C", "C", "P", "C", "C", "C", "S", "H", "H", "H", "H", "H", "H", "H", "H", "H", "H", "H", "H", "H"], "positions_angstrom": [[1.060, -1.615, -0.199], [0.653, -0.177, -0.573], [2.233, 1.149, -0.153], [-0.612, 0.324, 0.108], [-1.825, -0.636, -0.158], [-0.865, 1.729, -0.341], [-0.391, 0.329, 1.908], [0.337, -2.501, -0.557], [2.080, -1.691, -0.556], [1.178, -1.728, 0.809], [0.649, -0.166, -1.768], [2.881, 0.157, 0.698], [1.439, 1.991, 0.826], [-2.631, -0.360, 0.352], [-1.734, -1.655, 0.009], [-1.935, -0.693, -1.250], [-0.315, 2.422, 0.190], [-0.708, 1.995, -1.351], [-1.823, 1.927, -0.112], [0.329, -0.802, 2.117]], "lowdin_charge": [-0.178, -0.546, 0.792, -0.888, -0.093, -0.146, 0.782, 0.130, 0.051, -0.015, 0.133, -0.116, -0.108, 0.024, 0.044, 0.100, 0.016, 0.090, 0.047, -0.119]}



What did the second record say?
{"formula": "C5H13PS", "method": "ωB97M-V with the def2-TZVPD basis set", "orbital_gap_ev": 9.4, "e_homo_ha": -0.3183, "total_charge": 0, "species": ["C", "C", "P", "C", "C", "C", "S", "H", "H", "H", "H", "H", "H", "H", "H", "H", "H", "H", "H", "H"], "positions_angstrom": [[1.060, -1.615, -0.199], [0.653, -0.177, -0.573], [2.233, 1.149, -0.153], [-0.612, 0.324, 0.108], [-1.825, -0.636, -0.158], [-0.865, 1.729, -0.341], [-0.391, 0.329, 1.908], [0.337, -2.501, -0.557], [2.080, -1.691, -0.556], [1.178, -1.728, 0.809], [0.649, -0.166, -1.768], [2.881, 0.157, 0.698], [1.439, 1.991, 0.826], [-2.631, -0.360, 0.352], [-1.734, -1.655, 0.009], [-1.935, -0.693, -1.250], [-0.315, 2.422, 0.190], [-0.708, 1.995, -1.351], [-1.823, 1.927, -0.112], [0.329, -0.802, 2.117]], "lowdin_charge": [-0.178, -0.546, 0.792, -0.888, -0.093, -0.146, 0.782, 0.130, 0.051, -0.015, 0.133, -0.116, -0.108, 0.024, 0.044, 0.100, 0.016, 0.090, 0.047, -0.119]}